{
  "formula": "C36H28N2O5STeTl",
  "method": "ωB97M-V with the def2-TZVPD basis set",
  "elements": ["C", "H", "O", "C", "C", "C", "H", "C", "H", "H", "H", "C", "C", "H", "H", "O", "O", "C", "C", "C", "C", "Te", "H", "N", "H", "N", "C", "C", "C", "Tl", "H", "H", "C", "C", "H", "C", "C", "H", "H", "C", "C", "H", "H", "C", "C", "H", "H", "C", "C", "C", "O", "C", "C", "C", "H", "S", "H", "C", "C", "H", "O", "H", "H", "H", "C", "C", "H", "C", "C", "C", "H", "H", "H", "C"],
  "xyz": [[-3.247928, -0.943396, 6.600387], [-4.742730, 3.166393, 0.753015], [-0.334521, -0.077936, 2.922335], [-0.347451, 0.137967, -2.628179], [1.189224, -2.839091, -4.484301], [1.612166, -1.779542, -2.232916], [2.607401, 1.136626, -5.018368], [-2.301679, 1.659201, -1.845818], [3.752020, -1.684151, 2.020525], [2.362274, -2.545350, -2.051050], [-2.280338, -0.071244, -0.576093], [-2.845005, 2.923078, -2.038631], [0.002453, 3.041459, -3.999372], [-1.042548, 3.217159, -4.220126], [-3.292904, -1.273192, 7.630411], [0.223239, 1.123409, -0.545790], [-0.163648, -2.604802, 6.658239], [3.238646, 1.121326, -0.516593], [-4.397132, -0.551837, 5.921186], [1.970229, 3.531232, -2.708530], [-1.984710, -0.464612, 4.607523], [4.721355, 2.199589, -2.985406], [3.749969, -0.169453, -2.166584], [0.333023, -0.739504, 5.019039], [0.214245, 1.530480, -5.504820], [2.947997, 0.040335, 0.417823], [2.019789, -2.114063, 0.855215], [0.959797, -2.999955, 0.658291], [4.199471, 0.639536, -1.596689], [0.835726, 1.709067, 1.766134], [-3.841968, 0.884477, 1.069824], [3.599481, -3.771324, 3.358689], [0.624947, 3.744003, -2.977672], [0.713081, 2.105156, -4.734989], [-4.125082, 4.461059, -1.266009], [-2.050324, -0.886276, 5.919153], [-3.547694, 1.467044, 0.205379], [0.037489, -4.840119, 1.249407], [-2.590349, 3.469089, -2.937850], [2.171902, -0.893394, 0.015320], [0.869522, -4.164370, 1.405027], [0.573660, -2.679582, -5.369670], [2.327317, 1.505829, -0.982464], [-2.672547, 0.926716, -0.721880], [-0.564959, -0.421478, 4.106094], [0.192526, -2.762394, -0.066258], [-0.636688, -0.773983, -4.522267], [0.404274, 0.195156, -1.411262], [1.837144, -4.459847, 2.353846], [2.962722, -2.401218, 1.841793], [-1.779890, 1.305702, -4.094647], [-4.059477, 2.746373, 0.024594], [2.874175, -3.566370, 2.582007], [-3.710022, 3.473882, -1.103638], [0.972455, -3.836289, -4.093108], [-0.353946, -1.196897, 6.413818], [5.132085, 0.286019, -1.154576], [-0.045231, -0.808801, -3.613919], [2.689227, 2.602152, -3.453289], [2.456586, 4.077460, -1.909958], [-0.007306, -0.310407, 7.496267], [-5.244066, 0.201430, 4.101427], [0.061758, 4.450142, -2.380007], [2.237167, -2.833556, -4.794142], [-3.122382, -0.075709, 3.925470], [-1.460248, 1.061225, -2.939507], [-3.043482, 0.256559, 2.898330], [1.401259, -0.827699, -1.256675], [2.055478, 1.882546, -4.460414], [0.916731, -1.780737, -3.444957], [3.704185, 1.934802, 0.044996], [1.771519, -5.370468, 2.936073], [-5.352433, -0.576980, 6.430949], [-4.337030, -0.117654, 4.599842]],
  "forces_ev_per_a": [[0.014, -0.080, 0.119], [0.018, -0.005, -0.001], [-0.079, -0.029, -0.093], [-0.052, -0.133, 0.096], [0.026, 0.077, 0.086], [-0.041, 0.100, -0.048], [-0.001, 0.000, -0.021], [-0.095, -0.071, -0.013], [0.049, -0.027, -0.032], [-0.021, -0.027, 0.013], [0.076, 0.005, 0.009], [0.013, 0.033, -0.027], [0.384, 0.929, -0.221], [0.410, 0.165, -0.065], [0.008, 0.014, -0.006], [-0.090, -0.087, 0.324], [-0.086, 0.042, -0.101], [0.022, 0.189, -0.155], [-0.012, -0.005, 0.017], [0.075, -0.050, 0.020], [-0.103, 0.058, -0.064], [-0.339, -0.061, 0.113], [0.061, 0.021, -0.052], [0.050, -0.091, -0.003], [0.031, 0.067, 0.059], [0.119, -0.237, 0.035], [-0.052, -0.103, 0.056], [0.045, 0.121, 0.024], [0.135, 0.080, 0.086], [0.049, -0.087, -0.127], [0.003, 0.026, -0.059], [0.034, 0.001, -0.027], [0.028, -0.034, -0.132], [0.462, 0.176, -0.227], [0.028, 0.007, 0.018], [0.246, 0.074, -0.184], [-0.055, -0.019, 0.005], [0.009, 0.012, 0.001], [-0.063, 0.006, 0.051], [-0.117, 0.214, 0.038], [0.012, -0.051, 0.019], [0.003, -0.019, -0.007], [0.167, 0.056, 0.099], [0.081, 0.006, 0.006], [0.052, 0.055, 0.035], [0.023, -0.020, -0.055], [0.017, -0.026, -0.023], [-0.174, 0.038, -0.337], [-0.072, 0.003, 0.030], [-0.009, 0.062, -0.023], [-0.707, -0.778, 0.218], [-0.024, 0.000, -0.018], [-0.022, 0.038, 0.062], [0.027, -0.018, 0.011], [-0.012, -0.010, -0.050], [-0.072, -0.085, 0.210], [0.030, 0.014, -0.039], [-0.165, 0.015, 0.160], [0.288, -0.006, 0.140], [0.009, -0.008, 0.002], [-0.038, 0.081, -0.111], [-0.008, -0.035, -0.011], [-0.003, 0.020, -0.012], [-0.013, -0.001, -0.027], [-0.014, -0.045, 0.019], [-0.364, -0.457, 0.246], [0.023, -0.001, 0.068], [-0.179, -0.070, 0.069], [-0.144, 0.049, -0.098], [0.084, -0.117, -0.056], [0.004, 0.022, -0.016], [-0.027, 0.011, 0.000], [0.008, 0.000, 0.001], [0.028, 0.007, -0.021]],
  "spin_multiplicity": 1,
  "homo_lumo_gap_ev": 7.4,
  "total_charge": -1,
  "relative_energy_kcal_mol": 2.2,
  "e_tot_ha": -2713.14586,
  "lumo_ev": 2.077
}